(1)
Density functional theory data (ωB97M-V/def2-TZVPD) for C23H20ClN3O3 in the gas phase.

ΔE to the lowest compared entry with this formula, charge and spin	8.0	kcal per mole
HOMO-LUMO gap	8.42	eV
DFT total energy	-1738.69041	Eh
F_max	0.740	eV/Å
structure (SMILES)	O=C(O)c1ccc(NCc2nc3ccccc3n2CCOc2ccccc2Cl)cc1

XYZ file:
```
50
Properties=species:S:1:pos:R:3:forces:R:3:mulliken_charge:R:1
Cl 1.128602 -3.361366 -0.119895 0.07 -0.05 0.02 -0.15
O -4.565860 -3.081022 -2.337613 0.04 0.05 0.12 -0.61
O -5.871985 -3.256962 -0.539243 -0.23 -0.01 0.38 -0.46
O 1.814009 -0.750936 -1.044117 0.05 -0.38 0.12 -0.33
N 0.743916 1.991092 0.184973 -0.26 0.05 0.24 0.42
N -0.866288 -0.613066 2.270214 0.21 0.13 0.43 -0.11
N -1.173223 1.997024 1.330006 -0.20 -0.39 0.39 -0.74
C -3.742373 -2.283612 -0.253510 0.23 0.13 0.21 0.09
C -4.724044 -2.895030 -1.152473 -0.19 -0.24 -0.66 0.47
C 0.045113 3.103254 -0.233019 -0.57 0.27 0.18 1.19
C -1.159468 3.093082 0.506030 0.60 0.10 -0.42 0.15
C -0.056205 1.370066 1.112596 -0.09 0.16 -0.04 0.81
C 0.302834 0.086869 1.798964 -0.03 -0.21 0.05 -0.50
C -0.620749 5.091330 -1.312698 0.09 0.05 -0.09 -0.70
C 3.793863 -3.470586 0.313216 -0.08 0.11 -0.05 -0.51
C 2.731816 -2.710050 -0.136597 -0.06 0.11 -0.06 0.55
C -1.812264 5.089706 -0.585956 -0.15 0.11 0.02 -0.47
C 4.220384 -0.889936 -0.606911 -0.18 0.15 -0.09 -0.62
C -2.101276 4.098734 0.328547 0.10 -0.06 -0.01 -0.71
C -3.998227 -2.089507 1.105695 0.03 0.00 -0.22 -0.90
C -3.048682 -1.510658 1.911775 0.08 0.09 0.05 -0.71
C 5.075297 -2.944476 0.303070 0.07 0.02 0.00 -0.47
C -1.808068 -1.106970 1.398212 -0.28 -0.31 -0.18 0.72
C -2.513063 -1.874870 -0.772122 -0.40 -0.14 0.02 -0.83
C 1.915354 0.583876 -1.479843 0.21 0.52 -0.05 -0.75
C -1.560996 -1.294416 0.033365 0.09 0.20 0.15 -0.49
C 0.327732 4.100550 -1.151506 0.18 -0.03 -0.09 -1.00
C 5.282075 -1.658053 -0.155949 0.03 -0.07 0.04 -0.86
C 2.029316 1.582860 -0.308882 0.13 -0.42 -0.38 -1.01
C 2.930173 -1.405960 -0.611712 -0.11 -0.15 0.07 0.75
H 0.987867 0.774018 -2.028104 0.16 0.03 0.05 0.47
H -2.522327 5.886654 -0.749159 -0.06 0.06 -0.01 0.38
H 0.944447 0.294194 2.663584 -0.03 -0.07 -0.14 0.33
H -3.251985 -1.358389 2.962396 -0.02 -0.01 0.11 0.38
H -3.020914 4.091552 0.890506 -0.12 0.00 0.07 0.45
H -0.437742 5.886092 -2.020441 0.02 0.06 -0.06 0.39
H 2.556511 2.478950 -0.646454 0.02 -0.09 0.10 0.29
H -1.264463 -0.223620 3.112656 0.04 -0.02 -0.12 0.32
H 4.414215 0.111881 -0.956424 -0.02 0.10 -0.04 0.30
H -6.467320 -3.651770 -1.194113 0.29 0.11 -0.09 0.34
H 1.243888 4.108033 -1.724160 0.08 0.03 -0.07 0.33
H 0.852808 -0.567432 1.119340 0.06 0.08 0.10 -0.19
H -0.625452 -0.987938 -0.403972 0.15 0.02 -0.03 0.88
H 5.903576 -3.539202 0.653963 0.07 -0.06 0.04 0.38
H 2.601900 1.126538 0.504368 0.03 0.12 -0.11 0.57
H -2.326036 -2.021613 -1.825382 0.03 -0.01 -0.08 0.43
H 2.756508 0.703974 -2.171491 -0.06 -0.04 0.03 0.46
H 3.609860 -4.471205 0.669515 -0.06 -0.10 0.03 0.44
H -4.948809 -2.394532 1.514499 -0.05 -0.01 0.06 0.44
H 6.275766 -1.237158 -0.165740 0.09 0.04 0.00 0.38
```
Forces are in eV/Å.

(2)
Density functional theory data (ωB97M-V/def2-TZVPD) for C4H8N2S in the gas phase at a distorted geometry.

ΔE to the lowest compared entry with this formula, charge and spin	32.0	kcal per mole
HOMO-LUMO gap	8.87	eV
DFT total energy	-664.88174	Eh
F_max	1.174	eV/Å
structure (SMILES)	N/N=C1\CCCS1

XYZ file:
```
15
Properties=species:S:1:pos:R:3:forces:R:3:mulliken_charge:R:1
S 0.846094 -1.855581 -0.117438 -0.06 0.11 -0.01 -0.15
N -1.736300 -1.248774 -0.004407 1.17 0.11 -0.06 -0.45
N -2.783645 -0.359605 0.124307 -0.58 0.65 -0.57 -0.51
C -0.552853 -0.767321 -0.028112 -0.69 -0.34 0.05 0.47
C 1.994964 -0.508289 0.293652 0.02 -0.02 0.26 -0.55
C -0.142528 0.685179 0.066843 0.17 -0.28 0.01 -0.49
C 1.355096 0.758570 -0.259184 0.05 0.40 -0.65 -0.72
H 1.827561 1.655034 0.153479 -0.10 -0.10 0.11 0.30
H 1.510987 0.829744 -1.361401 -0.20 -0.27 0.69 0.30
H -0.742791 1.289839 -0.612605 0.01 0.15 0.00 0.37
H 2.111286 -0.442628 1.386729 -0.03 -0.04 -0.33 0.29
H -0.354897 1.009682 1.093363 0.02 0.10 -0.12 0.29
H 2.969670 -0.719818 -0.145700 -0.08 0.00 0.01 0.37
H -3.629221 -0.850949 -0.173389 0.40 0.42 0.12 0.27
H -2.673425 0.524915 -0.416137 -0.10 -0.91 0.49 0.19
```
Forces are in eV/Å.

(3)
Density functional theory data (ωB97M-V/def2-TZVPD) for 13 unconnected molecules or ions with the total composition H26O13 at a distorted geometry.

ΔE to the lowest compared entry with this formula, charge and spin	154.5	kcal per mole
HOMO-LUMO gap	9.62	eV
DFT total energy	-993.52708	Eh
F_max	6.686	eV/Å

XYZ file:
```
39
Properties=species:S:1:pos:R:3:forces:R:3:mulliken_charge:R:1
O 2.070619 1.145100 1.389929 0.18 -0.07 -0.85 -0.46
O 2.078614 -1.497819 -0.471190 -1.29 1.94 0.12 -0.53
O -1.965731 -2.991779 0.752276 -0.10 -0.06 -1.87 -0.55
O -1.461139 -1.123950 -1.809089 -1.73 1.61 -2.16 -0.60
O -0.271818 -0.828796 1.751021 -2.18 -1.17 -0.83 -0.43
O 2.540757 -0.322708 -2.314410 -2.83 1.93 -2.25 -0.61
O 0.206360 3.863793 0.036277 -1.40 0.78 -0.97 -0.62
O -0.127520 -4.116002 -0.923249 -1.58 -1.95 -1.17 -0.65
O -4.686295 -0.038467 0.891417 -1.41 2.84 -1.12 -0.56
O -0.256237 0.452469 -0.039553 2.62 1.65 -1.77 -0.30
O -4.268417 3.562124 -0.513316 0.57 -1.16 -0.56 -0.63
O 3.439738 0.077621 2.388164 4.91 -4.43 0.97 -0.57
O 2.846038 2.158947 -1.186533 -0.83 -3.32 0.99 -0.53
H 0.269883 2.930198 -0.038947 0.59 -2.00 0.48 0.25
H 0.452509 -3.494135 -0.563616 1.50 1.79 0.98 0.32
H 1.766853 0.315082 -2.576473 2.43 -1.56 0.51 0.29
H -4.036005 2.669412 -0.902666 -0.22 1.60 0.98 0.32
H -2.139841 -0.715712 -2.477529 1.85 -1.70 1.91 0.29
H 1.968677 -0.554096 -0.146102 0.22 -1.75 -1.03 0.16
H -0.986730 0.322963 -0.595687 -2.18 -0.28 -0.94 0.19
H 2.341630 0.910287 0.497635 0.43 0.46 0.14 0.26
H -4.426095 -0.829752 1.259397 1.04 -2.75 1.24 0.28
H 0.326870 -0.864953 2.438769 1.90 -0.40 2.47 0.27
H 4.276213 -0.506905 2.273164 -1.97 0.63 0.53 0.28
H 3.269320 2.838052 -1.605376 1.60 2.85 -1.60 0.22
H -3.522680 3.851152 0.041058 -0.37 -0.48 -0.34 0.32
H -5.540757 0.171582 1.300804 0.43 -0.04 -0.21 0.30
H 2.060185 -1.160479 -2.157215 0.68 0.64 -0.39 0.37
H -0.783465 -1.654117 1.691671 0.48 0.36 0.15 0.25
H 0.390216 -0.028294 -0.614625 -0.69 0.45 0.95 0.19
H -0.619311 3.884256 -0.500635 0.61 0.96 0.46 0.28
H 2.129635 2.507748 -0.689952 -0.73 0.98 0.48 0.33
H 3.929656 0.876441 2.509310 -0.20 1.42 0.11 0.29
H -2.191084 -3.441983 1.530290 -0.65 -0.77 2.09 0.25
H -2.031115 -3.719019 0.097518 0.41 0.88 0.16 0.28
H -1.646577 -2.057895 -1.684541 -0.25 -0.06 -0.14 0.26
H 1.387298 1.734227 1.288028 -2.97 2.12 -0.50 0.25
H -0.136419 -4.866495 -0.319134 0.22 0.11 -0.10 0.30
H 2.331385 -1.841823 0.330888 0.89 -2.05 3.08 0.27
```
Forces are in eV/Å.

(4)
Density functional theory data (ωB97M-V/def2-TZVPD) for 3 unconnected molecules or ions with the total composition C6H14O2 at a distorted geometry.

ΔE to the lowest compared entry with this formula, charge and spin	86.4	kcal per mole
HOMO-LUMO gap	9.41	eV
DFT total energy	-387.36983	Eh
F_max	4.525	eV/Å
structure (SMILES)	C/C=C/C=C/C.O.O

XYZ file:
```
22
Properties=species:S:1:pos:R:3:forces:R:3:mulliken_charge:R:1
O 0.738326 0.867116 -2.877127 0.84 -1.93 -4.01 -0.57
O -0.290329 -2.057310 -1.852891 2.03 0.40 -1.53 -0.58
C -2.705942 0.907334 -0.453130 1.94 -1.09 1.83 -1.02
C 1.361011 -0.489321 1.362654 0.71 1.73 3.02 0.04
C 2.083215 -0.957471 2.644105 -1.03 -3.60 -2.41 -1.28
C 0.701719 0.683967 1.544052 -1.09 -2.98 -2.43 -0.66
C -0.301546 1.046146 0.426505 3.42 1.27 2.37 -0.21
C -1.554827 0.780235 0.590928 -2.90 0.72 -0.77 -0.15
H -2.407710 0.233924 -1.224841 -0.09 -0.21 -1.00 0.19
H -2.945426 1.872425 -0.807860 -0.03 1.08 -0.38 0.32
H 0.664797 0.550913 -3.872349 -1.01 1.67 2.38 0.30
H -1.024754 -2.033500 -2.453174 -0.83 -0.17 0.58 0.28
H -3.528565 0.474939 0.058611 -1.18 -0.23 0.09 0.35
H 2.109249 -0.221103 3.357866 0.66 1.91 1.49 0.40
H 1.480045 -1.127290 0.505853 -0.34 0.26 -0.55 0.45
H 1.439940 -1.762048 3.125192 0.81 0.52 -0.61 0.25
H -0.422624 -2.252471 -0.948116 -1.18 -0.26 0.98 0.30
H 3.047693 -1.428418 2.368384 -0.30 0.45 0.63 0.34
H 1.515856 0.278092 -2.856389 0.14 0.32 1.62 0.29
H 0.233745 1.665638 -0.266611 -0.59 -0.29 -1.37 0.35
H -1.897367 0.493716 1.580776 0.19 -0.58 -0.06 0.35
H 0.649356 0.951388 2.582114 -0.16 1.01 0.14 0.27
```
Forces are in eV/Å.